DFT (ωB97M-V/def2-TZVPD) results for a molecular structure, C38H55N5O3OsS2.

Geometry as XYZ:
```
104
Properties=species:S:1:pos:R:3:mulliken_charge:R:1
Os 0.7583 0.3457 0.1332 0.72
C 3.2326 1.0713 -0.4857 -0.75
C 3.7240 -0.3756 -0.6322 1.56
C 4.9540 -0.3708 -1.5352 -2.03
C 3.9235 -1.0228 0.7239 1.28
C 5.1827 -1.1538 1.2872 -0.83
C 5.3367 -1.7310 2.5374 -1.59
C 4.2248 -2.1413 3.2454 -0.57
C 2.9391 -2.0134 2.7269 0.49
C 1.7581 -2.4019 3.6061 1.60
C 1.7518 -3.8973 3.9425 -1.72
C 1.7663 -1.5703 4.8929 -1.15
C 2.8080 -1.4908 1.4375 -0.63
N 1.4988 -1.3815 0.8281 0.88
C 0.6828 -2.4945 0.6973 -0.29
O 0.9730 -3.6504 0.8624 -0.57
C -0.7260 -2.0907 0.3344 0.23
C -1.7935 -2.9394 0.1718 -0.71
C -3.0250 -2.3937 -0.1867 -0.93
C -3.1619 -1.0201 -0.3649 -0.44
C -2.0538 -0.2266 -0.1880 -0.18
N -0.8856 -0.7758 0.1540 0.60
C -1.9858 1.2703 -0.3157 0.35
O -2.9830 1.9451 -0.3996 -0.66
N -0.6759 1.6913 -0.2769 1.38
C -0.3250 3.0756 -0.3877 -0.05
C 0.2083 3.7285 0.7482 0.96
C 0.5148 5.0774 0.6403 -0.84
C 0.2891 5.7651 -0.5389 -1.55
C -0.2356 5.1065 -1.6419 -0.53
C -0.5398 3.7557 -1.5999 0.61
C -1.1037 3.0846 -2.8408 0.80
C -0.1835 3.3151 -4.0448 -1.43
C -2.5152 3.5952 -3.1573 -1.55
C 0.3940 3.0590 2.1018 2.22
C -0.6637 3.5663 3.0868 -1.73
C 1.8064 3.2479 2.6604 -1.80
H 2.8460 1.4794 -1.4201 0.35
H 4.0489 1.7109 -0.1431 0.59
H 2.4953 1.2358 0.3651 0.07
H 2.9541 -0.9599 -1.1302 -0.45
H 5.7464 0.2718 -1.1434 0.45
H 4.6923 0.0030 -2.5283 0.42
H 5.3544 -1.3788 -1.6474 0.45
H 6.0564 -0.8117 0.7472 0.41
H 6.3258 -1.8486 2.9613 0.41
H 4.3564 -2.5785 4.2295 0.42
H 0.8358 -2.1592 3.0728 -0.53
H 2.6397 -4.1590 4.5232 0.34
H 1.7414 -4.5099 3.0436 0.37
H 0.8761 -4.1497 4.5464 0.45
H 2.6653 -1.7617 5.4810 0.39
H 0.9107 -1.8384 5.5189 0.31
H 1.7309 -0.4969 4.6804 0.13
H -1.6469 -4.0003 0.3235 0.65
H -3.8786 -3.0431 -0.3333 0.54
H -4.1016 -0.5578 -0.6391 0.69
H 0.9132 5.6078 1.4979 0.45
H 0.5190 6.8217 -0.5992 0.44
H -0.4152 5.6620 -2.5548 0.42
H -1.1501 2.0100 -2.6615 -0.16
H -0.1707 4.3662 -4.3379 0.40
H -0.5447 2.7505 -4.9058 0.43
H 0.8475 3.0177 -3.8311 0.22
H -2.4925 4.6654 -3.3788 0.37
H -3.1968 3.4375 -2.3218 0.28
H -2.9161 3.0838 -4.0359 0.45
H 0.2326 1.9841 1.9958 -1.11
H -0.5258 4.6358 3.2723 0.46
H -0.5829 3.0450 4.0461 0.41
H -1.6732 3.4235 2.6873 0.28
H 1.9933 4.2906 2.9247 0.39
H 2.5678 2.9521 1.9341 0.30
H 1.9444 2.6503 3.5652 0.41
C 1.0332 -0.4983 -4.7784 -0.98
S 1.4314 -1.1865 -3.1941 0.48
C 0.5472 -2.7222 -3.3315 -0.96
O 0.6474 -0.3512 -2.1787 -0.92
H -0.0437 -0.5553 -4.9426 0.40
H 1.5844 -1.0487 -5.5438 0.46
H 1.3678 0.5365 -4.7515 0.28
H 1.1156 -3.3920 -3.9805 0.48
H -0.4522 -2.5413 -3.7285 0.37
H 0.5027 -3.1434 -2.3269 0.18
C -4.3532 2.9656 4.6856 -1.27
N -3.9403 1.7987 3.8865 0.22
C -4.5570 1.7181 2.5510 -1.27
C -2.9031 1.0356 4.2179 -0.20
S -2.0539 0.2227 2.9351 0.13
N -2.4890 0.8964 5.4740 0.27
C -1.1866 0.3012 5.7992 -1.25
C -3.4172 0.9887 6.6166 -1.29
H -4.4635 3.8092 4.0061 0.45
H -3.5914 3.2164 5.4157 0.40
H -5.3052 2.7911 5.1849 0.36
H -5.5716 2.1034 2.6261 0.42
H -4.6070 0.6853 2.2166 0.40
H -4.0056 2.3145 1.8212 0.40
H -0.4593 0.5074 5.0186 0.17
H -1.2801 -0.7768 5.9344 0.51
H -0.8298 0.7429 6.7286 0.47
H -4.4462 0.9473 6.2754 0.42
H -3.2545 1.8963 7.1962 0.37
H -3.2362 0.1292 7.2587 0.42
```

As for the frontier orbital gap (alpha / beta): 0.247 / 0.135 Eh. The expectation value of S² is 6.03. Its HOMO energy (alpha / beta) is -12.56 / -12.49 eV. The relative energy (zero: lowest compared OMol25 entry of this formula, charge and spin) comes out at 35.9 kJ/mol. Its charge is +2. The value obtained for the LUMO energy (alpha / beta) is -5.8 / -8.8 eV. Its spin multiplicity is 5.

=====

DFT (ωB97M-V/def2-TZVPD) results for a molecular structure, C38H56BaN7O3Si3.

Geometry as XYZ:
```
108
Properties=species:S:1:pos:R:3:mulliken_charge:R:1
Ba 0.6961 -0.4368 -0.5101 1.55
C 4.2094 0.3136 0.1999 -0.92
C 3.4460 1.3063 1.0392 0.21
C 4.1102 2.3450 1.6838 -0.82
C 3.3838 3.2183 2.4712 -0.88
C 2.0119 3.0652 2.5539 -0.86
C 1.4108 2.0475 1.8283 0.01
N 2.1222 1.1593 1.1290 1.42
C -0.0857 1.9210 1.7936 0.72
C -0.8924 3.0271 2.0399 -0.97
C -2.2590 2.8628 2.0280 -1.21
C -2.7884 1.6067 1.7964 -0.97
C -1.9324 0.5497 1.5247 0.66
N -0.6051 0.7215 1.5058 0.26
C -2.4420 -0.8295 1.2390 0.30
C -3.7434 -1.2042 1.5254 -0.68
C -4.1458 -2.4988 1.2452 -0.76
C -3.2397 -3.3815 0.7001 -1.03
C -1.9413 -2.9460 0.4526 0.58
C -0.9126 -3.8619 -0.1451 -0.55
N -1.5625 -1.6922 0.7222 0.61
H 5.1877 0.7123 -0.0670 0.59
H 3.6656 0.0853 -0.7230 0.07
H 4.3526 -0.6234 0.7444 0.06
H 5.1808 2.4555 1.5630 0.52
H 3.8770 4.0259 2.9993 0.39
H 1.4211 3.7374 3.1603 0.55
H -0.4566 4.0076 2.1729 0.40
H -2.9126 3.7117 2.1855 0.39
H -3.8599 1.4698 1.7647 0.32
H -4.4359 -0.5069 1.9747 0.38
H -5.1636 -2.8090 1.4469 0.40
H -3.5226 -4.4002 0.4668 0.50
H -1.1713 -4.9090 0.0187 0.50
H 0.0731 -3.6487 0.2706 -0.19
H -0.8403 -3.6790 -1.2224 -0.04
C 1.7622 -1.4634 3.2033 -1.11
C 2.5413 -2.1393 2.1000 0.29
C 3.7349 -2.7840 2.3706 -0.96
C 4.3980 -3.4087 1.3002 -0.83
C 3.8624 -3.3917 0.0394 -0.57
C 2.6148 -2.7202 -0.1920 1.04
N 2.0115 -2.0847 0.8713 0.15
N 1.9735 -2.6315 -1.3521 0.23
Si 2.2871 -3.4703 -2.7960 0.00
C 0.9179 -3.1395 -4.0238 -0.75
C 2.3330 -5.3363 -2.5335 -1.12
C 3.8797 -2.9841 -3.6653 -1.01
H 1.4649 -2.1947 3.9587 0.46
H 0.8664 -0.9944 2.7975 -0.19
H 2.3678 -0.6997 3.6977 0.30
H 4.1415 -2.7971 3.3736 0.46
H 5.3473 -3.9057 1.4734 0.36
H 4.3693 -3.8593 -0.7967 0.29
H -0.0711 -3.3658 -3.6107 0.13
H 1.0609 -3.7506 -4.9224 0.54
H 0.9287 -2.0865 -4.3293 -0.06
H 1.4311 -5.6636 -2.0018 0.30
H 3.1966 -5.6480 -1.9357 0.30
H 2.3750 -5.8671 -3.4912 0.37
H 3.8887 -1.8965 -3.8064 0.14
H 3.9454 -3.4563 -4.6520 0.36
H 4.7765 -3.2562 -3.0976 0.29
C -4.3012 -0.3317 -2.0863 -0.62
Si -3.5907 0.9074 -3.3356 -0.10
C -2.7036 -0.1530 -4.6807 -1.29
C -5.0684 1.5859 -4.3065 -1.16
C -2.6089 2.1280 -2.5165 0.77
Si -1.7278 3.4800 -3.2605 -0.17
C -0.3462 3.0051 -4.4824 -0.48
C -2.8336 4.6238 -4.2930 -1.09
C -0.8970 4.5779 -1.9683 -0.36
H -4.7992 -1.1776 -2.5766 0.36
H -5.0374 0.1711 -1.4477 0.27
H -3.5184 -0.7360 -1.4305 -0.18
H -2.8753 -1.2347 -4.5831 0.39
H -1.6209 0.0227 -4.6757 0.15
H -3.0602 0.1367 -5.6772 0.39
H -5.6711 0.7852 -4.7562 0.30
H -4.7093 2.2294 -5.1182 0.27
H -5.7144 2.1928 -3.6637 0.27
H -2.3035 1.8736 -1.4945 -0.16
H -0.7587 2.6847 -5.4480 0.45
H 0.2274 2.1641 -4.0737 -0.32
H 0.3525 3.8330 -4.6719 0.35
H -3.2794 4.0760 -5.1319 0.25
H -2.2717 5.4711 -4.7083 0.28
H -3.6527 5.0172 -3.6816 0.26
H -0.3232 3.9753 -1.2528 -0.35
H -1.6366 5.1596 -1.4049 0.36
H -0.1987 5.2829 -2.4383 0.20
O -0.8928 -1.0121 -2.1513 1.02
H -0.0728 -0.8666 -2.6723 0.16
H -1.5967 -0.7123 -2.7488 -0.64
C 3.6798 5.0227 -2.3250 -1.18
N 3.2277 3.6480 -2.4539 0.45
C 3.6013 2.8753 -3.5126 -0.29
C 3.1446 1.6237 -3.6731 -1.41
C 2.1745 1.1377 -2.7124 -0.23
O 1.6285 0.0057 -2.8643 -0.39
N 1.8521 1.8967 -1.6427 0.83
C 2.3688 3.1364 -1.4580 -0.51
O 2.1383 3.8512 -0.4835 -0.65
H 3.9054 5.4201 -3.3137 0.41
H 4.5687 5.0965 -1.6943 0.27
H 2.8919 5.6078 -1.8613 0.34
H 4.2765 3.3403 -4.2197 0.39
H 3.4244 1.0081 -4.5149 0.50
```

As for the frontier orbital gap: 0.182 Eh. Its HOMO energy is -2.89 eV. The relative energy (zero: lowest compared OMol25 entry of this formula, charge and spin) comes out at 126.2 kJ/mol. Its charge is -1. The value obtained for the LUMO energy is 2.0 eV.

=====

DFT (ωB97M-V/def2-TZVPD) results for 4 unconnected molecules or ions with the total composition C38H56Br6N3O6PS.

Geometry as XYZ:
```
111
Properties=species:S:1:pos:R:3:mulliken_charge:R:1
C 0.2292 -4.7581 1.5517 -1.15
C 0.9495 -3.3398 1.6353 -0.34
C 1.0230 -2.7110 0.1874 -1.62
C 0.2049 -1.5484 -0.1373 -0.95
C 0.2828 -1.0156 -1.5124 0.89
C 1.1677 -1.5960 -2.5895 0.16
C 1.9975 -2.7503 -2.2341 0.14
C 2.9441 -3.3330 -3.3191 -1.39
C 2.2747 -4.3968 -4.2956 -0.03
N 0.8556 -4.5619 -3.8897 -0.24
C 1.9054 -3.2764 -0.8638 1.88
P 2.9521 -4.7490 -0.2917 0.30
O 3.2617 -5.7730 -1.5964 -0.41
O 4.4543 -4.0078 0.0786 -0.59
S -0.7812 0.4557 -1.8086 -0.45
C -0.5485 1.3402 -0.2262 0.89
C -0.3884 2.7725 -0.1240 -0.98
C -0.1580 3.4330 1.1719 1.40
C 0.0428 4.9709 1.1071 -1.21
C 1.5862 5.4109 1.0351 0.18
C 1.6883 6.5752 -0.0184 -0.07
O 1.4204 7.7038 0.3318 -0.60
O 2.1086 6.3613 -1.3119 -0.41
C -0.0984 2.6062 2.3942 -0.06
C 0.1769 3.2319 3.8001 0.31
C 1.7122 3.6024 4.0197 -1.52
C -0.8157 4.4286 4.1792 -0.67
C -0.1004 5.8086 4.4598 -1.17
C -0.2689 1.1412 2.2690 -0.74
C -0.1808 0.1620 3.4967 -0.73
C -1.5775 -0.1533 4.1580 -0.68
C -2.5946 1.0582 4.1421 0.06
C -3.7852 0.8382 3.1166 0.11
N -4.4315 2.0983 2.7005 0.34
C -4.5554 2.2417 1.3219 -0.24
C -5.1707 3.5465 1.1137 -0.60
C -5.3874 4.0968 2.4681 -0.65
C -4.9174 3.1454 3.4702 -0.28
C -0.4994 0.4854 0.9641 -0.54
N -0.6431 -0.9739 0.8987 1.63
C -2.0464 -1.3647 0.6484 -0.49
O -2.6157 -2.1371 1.7149 -0.11
O -3.2695 -3.2285 1.1434 -0.46
H -0.2403 -4.9129 0.5404 0.17
H 0.9264 -5.6019 1.8050 0.32
H -0.6312 -4.8180 2.2802 0.43
H 0.3822 -2.6209 2.2833 -0.46
H 2.0117 -3.4213 1.9839 0.63
H 1.1977 -1.1704 -3.6460 -0.27
H 3.8242 -3.7922 -2.8018 0.43
H 3.3549 -2.4579 -3.8986 0.45
H 2.3022 -3.9567 -5.3234 -0.22
H 2.8825 -5.3374 -4.2107 0.23
H 0.3898 -4.9701 -4.7037 0.25
H 0.8143 -5.2086 -3.0957 -0.02
H 4.2257 -5.8191 -1.7588 0.32
H 4.2645 -3.2969 0.7221 0.36
H -0.4236 3.3637 -1.0668 0.21
H -0.4931 5.5552 1.8885 0.42
H -0.3940 5.3091 0.1229 0.58
H 2.1788 4.5158 0.7295 0.10
H 1.9380 5.8755 1.9920 0.38
H 2.1604 7.2612 -1.6983 0.33
H -0.0230 2.4378 4.5727 0.54
H 2.0371 4.4857 3.4277 0.23
H 1.8590 3.7408 5.1282 0.38
H 2.3691 2.7306 3.7434 0.34
H -1.6024 4.5795 3.3867 0.26
H -1.3743 4.1630 5.1162 0.37
H 0.5995 6.0810 3.6212 0.20
H 0.4976 5.8303 5.4028 0.35
H -0.8588 6.6412 4.4849 0.36
H 0.5161 0.5836 4.2740 0.54
H 0.3354 -0.7631 3.1168 -0.02
H -1.3735 -0.3707 5.2479 0.58
H -2.0599 -1.0941 3.7703 0.04
H -3.0841 1.0746 5.1601 0.60
H -2.1136 2.0579 4.0143 -0.42
H -3.4547 0.2857 2.2095 -0.62
H -4.5250 0.1790 3.6599 0.21
H -4.2348 1.4756 0.5813 0.26
H -5.4041 3.9525 0.1114 0.39
H -5.8436 5.0939 2.6738 0.36
H -4.9241 3.1948 4.5734 0.39
H -2.1101 -1.9230 -0.3257 0.45
H -2.6693 -0.4355 0.5399 0.13
H -3.8761 -3.5870 1.8158 0.29
Br -1.9564 -9.8044 -4.4559 -0.15
C -2.6831 -8.0990 -3.8581 -0.62
C -1.5985 -7.0651 -3.7000 -0.61
Br -0.5757 -7.3522 -2.0678 -0.12
H -3.2281 -8.2920 -2.9369 0.37
H -3.3857 -7.8013 -4.6359 0.39
H -2.0299 -6.0697 -3.5929 0.39
H -0.8869 -7.0609 -4.5228 0.34
Br 1.1093 0.5886 -5.4186 -0.06
C 1.4026 0.2730 -7.3202 -0.63
C 0.5870 -0.8898 -7.8224 -0.56
Br 1.3696 -2.5892 -7.2923 -0.08
H 2.4733 0.1378 -7.4562 0.37
H 1.0918 1.1954 -7.8103 0.34
H 0.5787 -0.9096 -8.9119 0.34
H -0.4370 -0.8849 -7.4556 0.37
Br 2.3283 0.6770 -1.7333 0.16
C 3.1196 2.1482 -0.7226 -0.06
C 4.4087 2.6214 -1.3461 -0.68
Br 5.8746 1.3961 -0.9611 -0.18
H 3.2413 1.7972 0.3007 0.43
H 2.3709 2.9411 -0.7438 -0.39
H 4.7170 3.5755 -0.9177 0.43
H 4.3512 2.7164 -2.4281 0.43
```

As for the frontier orbital gap: 0.299 Eh. Its HOMO energy is -7.88 eV. The relative energy (zero: lowest compared OMol25 entry of this formula, charge and spin) comes out at 0.0 kJ/mol. The value obtained for the LUMO energy is 0.3 eV. Its SMILES is CCc1c2c(cc(CCN)c1P(O)O)Sc1cc(CCC(=O)O)c([C@@H](C)CC)c(CCCCn3cccc3)c1N2COO.BrCCBr.BrCCBr.BrCCBr.

=====

DFT (ωB97M-V/def2-TZVPD) results for a molecular structure, C38H57AuO2P3Si.

Geometry as XYZ:
```
102
Properties=species:S:1:pos:R:3:mulliken_charge:R:1
Au 0.4098 -0.0933 -0.7247 2.98
C -4.2846 1.2475 -0.3667 -0.96
C -3.3585 2.3450 0.1645 0.36
C -3.8877 3.7387 -0.1733 -1.47
P -1.6042 2.0006 -0.3361 0.38
C -1.2156 2.7293 -1.9916 3.30
C -0.9489 4.2278 -2.1028 -1.84
C -2.2321 2.2447 -3.0296 -1.41
C -0.6511 2.8991 0.9580 0.59
C -0.7024 4.2834 1.1184 -0.69
C -0.0145 4.9039 2.1553 -1.13
C 0.7293 4.1515 3.0524 -0.90
C 0.7817 2.7707 2.9116 -0.68
C 0.0962 2.1328 1.8745 0.68
Si 0.1768 0.2967 1.6002 -1.48
C -1.4686 -0.4792 2.0669 0.78
C -2.1262 -0.1117 3.2450 -0.80
C -3.3543 -0.6660 3.5850 -0.88
C -3.9409 -1.6064 2.7499 -1.22
C -3.3061 -1.9848 1.5740 -0.92
C -2.0848 -1.4098 1.2187 0.70
P -1.2130 -1.9482 -0.2812 -0.89
C -0.6617 -3.6654 0.0643 1.02
C 0.0976 -3.6865 1.3967 -1.67
C -1.7833 -4.7037 0.0454 -1.57
C -2.2234 -1.8758 -1.8162 3.72
C -3.6855 -2.3132 -1.7170 -1.52
C -1.4630 -2.6362 -2.9109 -1.53
C 1.6191 -0.5749 2.4200 1.20
C 1.5847 -0.8755 3.7860 -0.59
C 2.6002 -1.6005 4.3911 -0.81
C 3.6709 -2.0498 3.6298 -0.89
C 3.7267 -1.7630 2.2729 -0.30
C 2.7115 -1.0313 1.6532 -0.19
P 2.8278 -0.6317 -0.1312 0.31
C 3.9649 0.8155 -0.2271 0.58
C 5.3196 0.5674 0.4289 -1.66
C 3.2749 2.0528 0.3506 -1.37
C 3.6769 -2.0100 -0.9976 0.28
C 2.8896 -3.3053 -0.8388 -1.30
C 3.7969 -1.6269 -2.4770 -1.55
H -5.2817 1.3615 0.0650 0.57
H -3.9126 0.2589 -0.0977 -0.15
H -4.3862 1.2980 -1.4534 0.27
H -3.2965 2.2385 1.2506 0.48
H -3.7759 3.9720 -1.2322 0.22
H -3.4032 4.5206 0.4101 0.32
H -4.9560 3.7756 0.0561 0.46
H -0.2812 2.2207 -2.2161 -2.33
H -1.8366 4.8270 -1.8892 0.29
H -0.6492 4.4453 -3.1319 0.51
H -0.1405 4.5521 -1.4495 0.49
H -3.1673 2.8065 -2.9703 0.34
H -2.4604 1.1830 -2.9198 0.06
H -1.8157 2.3757 -4.0297 0.50
H -1.2709 4.8961 0.4330 0.46
H -0.0613 5.9810 2.2575 0.46
H 1.2654 4.6388 3.8578 0.46
H 1.3666 2.1830 3.6142 0.44
H -1.6799 0.6317 3.9009 0.44
H -3.8515 -0.3666 4.5000 0.47
H -4.8973 -2.0433 3.0073 0.44
H -3.7809 -2.7154 0.9340 0.55
H 0.0329 -3.8901 -0.7460 0.55
H -0.5959 -3.5865 2.2349 0.23
H 0.8335 -2.8854 1.4736 0.14
H 0.6231 -4.6380 1.5041 0.60
H -2.4863 -4.5492 0.8660 0.29
H -1.3332 -5.6901 0.1822 0.48
H -2.3307 -4.7203 -0.8955 0.33
H -2.1925 -0.8147 -2.0625 -2.20
H -3.7893 -3.3653 -1.4497 0.25
H -4.1369 -2.1808 -2.7028 0.48
H -4.2573 -1.7137 -1.0124 0.34
H -1.5261 -3.7165 -2.7551 0.37
H -0.4183 -2.3311 -2.9727 0.16
H -1.9097 -2.4070 -3.8789 0.48
H 0.7388 -0.5521 4.3877 0.43
H 2.5544 -1.8213 5.4508 0.47
H 4.4645 -2.6243 4.0909 0.44
H 4.5677 -2.1289 1.6951 0.43
H 4.1154 0.9617 -1.2984 0.67
H 5.2205 0.3917 1.5016 0.35
H 5.9410 1.4561 0.2953 0.49
H 5.8519 -0.2754 -0.0176 0.38
H 3.1139 1.9402 1.4268 0.25
H 2.3047 2.2424 -0.1173 0.02
H 3.9005 2.9348 0.1989 0.66
H 4.6754 -2.1284 -0.5711 0.88
H 1.8759 -3.1641 -1.2193 -0.08
H 2.8318 -3.6365 0.1975 0.23
H 3.3575 -4.0984 -1.4260 0.59
H 2.8111 -1.4332 -2.9088 0.18
H 4.2561 -2.4471 -3.0310 0.51
H 4.4164 -0.7411 -2.6277 0.39
C 2.1193 1.4777 -3.4909 -0.91
C 0.8703 0.6588 -3.7940 0.34
O 0.3584 0.7162 -4.8946 -0.68
O 0.4174 -0.1234 -2.8378 -0.56
H 2.7694 1.4734 -4.3636 0.36
H 2.6511 1.0955 -2.6189 0.06
H 1.8310 2.5150 -3.3008 0.22
```

As for the frontier orbital gap (alpha / beta): 0.236 / 0.200 Eh. The expectation value of S² is 2.01. Its HOMO energy (alpha / beta) is -8.59 / -10.81 eV. The relative energy (zero: lowest compared OMol25 entry of this formula, charge and spin) comes out at 4.1 kJ/mol. Its charge is +1. The value obtained for the LUMO energy (alpha / beta) is -2.2 / -5.4 eV. Its spin multiplicity is 3.